{
  "formula": "C18H72O27",
  "method": "the ωB97M-V functional and the def2-TZVPD basis",
  "homo_energy_ev": -9.31,
  "total_charge": 0,
  "orbital_gap_ev": 8.802,
  "e_tot_ha": -2760.1950,
  "e_above_lowest_kj_mol": 390.5,
  "species": ["O", "H", "H", "O", "H", "H", "O", "H", "H", "O", "H", "H", "O", "H", "H", "O", "H", "H", "O", "H", "H", "O", "H", "H", "O", "H", "H", "C", "C", "O", "O", "H", "H", "H", "H", "H", "H", "C", "C", "O", "O", "H", "H", "H", "H", "H", "H", "C", "C", "O", "O", "H", "H", "H", "H", "H", "H", "C", "C", "O", "O", "H", "H", "H", "H", "H", "H", "C", "C", "O", "O", "H", "H", "H", "H", "H", "H", "C", "C", "O", "O", "H", "H", "H", "H", "H", "H", "C", "C", "O", "O", "H", "H", "H", "H", "H", "H", "C", "C", "O", "O", "H", "H", "H", "H", "H", "H", "C", "C", "O", "O", "H", "H", "H", "H", "H", "H"],
  "positions_angstrom": [[-2.75, -3.91, 1.44], [-3.13, -3.98, 0.55], [-1.95, -4.35, 1.51], [0.44, 2.09, -2.45], [-0.33, 2.09, -1.92], [1.20, 2.28, -1.94], [-3.84, -2.61, 3.24], [-4.18, -1.77, 2.97], [-3.37, -2.97, 2.47], [-5.19, -0.12, 3.08], [-6.11, 0.06, 2.85], [-4.78, 0.55, 2.57], [-1.31, -3.03, -2.12], [-2.15, -2.81, -2.44], [-0.85, -2.30, -1.75], [-0.92, 2.40, 1.74], [-1.02, 1.42, 1.71], [-0.61, 2.42, 2.63], [2.11, 0.24, -3.78], [1.45, 0.66, -3.29], [2.35, 0.95, -4.37], [-4.11, -1.24, 0.34], [-3.86, -1.97, -0.28], [-5.03, -1.30, 0.66], [-3.68, 1.98, 2.22], [-2.83, 1.91, 1.81], [-3.60, 2.18, 3.12], [-2.95, 3.43, -3.13], [-3.08, 2.34, -2.05], [-2.17, 2.54, -0.96], [-3.91, 3.30, -4.16], [-1.96, 3.22, -3.64], [-2.94, 4.43, -2.70], [-2.82, 1.38, -2.47], [-4.11, 2.24, -1.66], [-2.36, 3.34, -0.47], [-4.64, 3.83, -3.81], [1.51, 6.00, -1.60], [0.37, 5.08, -1.19], [0.72, 4.01, -0.32], [0.93, 7.10, -2.38], [2.25, 5.62, -2.22], [2.06, 6.44, -0.79], [-0.14, 4.54, -1.97], [-0.38, 5.58, -0.49], [-0.08, 3.55, -0.03], [1.40, 7.88, -2.25], [0.53, -0.22, 3.64], [1.64, -0.71, 4.58], [2.38, 0.36, 4.93], [0.01, 0.94, 4.07], [-0.25, -0.96, 3.66], [0.91, -0.07, 2.67], [2.32, -1.47, 4.10], [1.14, -1.07, 5.47], [2.21, 1.00, 4.26], [0.06, 0.97, 5.09], [2.24, -3.79, -1.16], [2.70, -3.07, -2.47], [3.49, -1.87, -2.27], [1.23, -3.14, -0.51], [3.10, -4.05, -0.60], [1.89, -4.80, -1.34], [1.76, -2.81, -3.04], [3.31, -3.63, -3.10], [3.55, -1.32, -3.08], [0.49, -3.12, -1.03], [-0.62, -0.18, -0.53], [-0.78, -1.17, 0.62], [-1.67, -0.56, 1.57], [0.24, -0.68, -1.58], [-0.09, 0.76, -0.25], [-1.53, 0.01, -1.11], [0.13, -1.46, 1.13], [-1.29, -2.15, 0.41], [-2.55, -0.61, 1.15], [1.12, -0.82, -1.36], [-1.34, 0.04, -4.46], [-2.52, -0.85, -4.53], [-3.08, -1.10, -3.30], [-0.83, 0.15, -5.71], [-0.56, -0.32, -3.89], [-1.47, 1.10, -4.12], [-1.87, -1.80, -4.78], [-3.19, -0.59, -5.43], [-3.91, -1.60, -3.39], [-0.24, -0.56, -5.91], [3.76, 2.91, -1.38], [3.80, 1.47, -0.89], [2.65, 1.26, -0.26], [3.49, 3.67, -0.23], [3.03, 3.14, -2.12], [4.75, 3.14, -1.75], [4.75, 1.43, -0.33], [3.95, 0.75, -1.67], [2.65, 0.32, -0.12], [2.59, 3.47, 0.04], [4.26, -1.46, 0.79], [4.88, -0.77, 2.04], [6.23, -0.59, 1.78], [2.84, -1.27, 0.64], [4.52, -2.46, 0.66], [4.75, -1.01, -0.11], [4.69, -1.35, 2.89], [4.36, 0.20, 2.22], [6.70, -0.90, 2.53], [2.46, -1.77, -0.07], [-0.56, -3.38, 4.40], [-1.31, -4.58, 4.78], [-2.60, -4.36, 5.04], [0.77, -3.69, 4.45], [-0.84, -2.60, 5.03], [-0.87, -3.06, 3.34], [-0.91, -4.99, 5.72], [-1.19, -5.30, 4.07], [-3.02, -3.98, 4.25], [1.11, -3.75, 3.59]]
}

***

{
  "formula": "C3H7ClNO",
  "method": "the ωB97M-V functional and the def2-TZVPD basis",
  "homo_energy_ev": -3.90,
  "total_charge": -1,
  "orbital_gap_ev": 7.327,
  "e_tot_ha": -708.7792,
  "e_above_lowest_kj_mol": 88.4,
  "species": ["Cl", "C", "C", "O", "N", "C", "H", "H", "H", "H", "H", "H", "H"],
  "positions_angstrom": [[17.09, 6.60, 19.72], [13.59, 11.49, 20.78], [14.90, 10.77, 20.49], [15.89, 11.37, 20.07], [15.11, 9.49, 20.82], [14.05, 8.48, 20.80], [13.78, 12.10, 21.66], [12.78, 10.81, 21.02], [13.34, 12.16, 19.96], [16.04, 9.20, 20.59], [14.35, 7.43, 20.81], [13.35, 8.60, 19.98], [13.58, 8.73, 21.76]]
}

***

The calculation returns the following LUMO values, one per record and in order: -0.0186; 0.1259 hartree.